## a
A cluster of 2 separate species, C3H9N2S in total, computed with the ωB97M-V functional and the def2-TZVPD basis.

CARTESIAN COORDINATES (ANGSTROEM)
C (-0.16, 0.45, -2.04)
C (-0.40, -1.04, -2.17)
C (0.34, -0.20, 0.13)
N (0.20, 0.24, 3.40)
N (0.42, 0.72, -0.77)
S (-0.28, -1.69, -0.49)
H (0.36, 0.86, -2.89)
H (-1.14, 1.03, -1.78)
H (-1.42, -1.35, -2.57)
H (0.43, -1.49, -2.75)
H (0.51, -0.24, 1.28)
H (-0.40, -0.49, 3.84)
H (1.10, 0.49, 3.93)
H (0.76, 1.64, -0.63)
H (-0.30, 1.08, 3.53)

Output
HOMO energy, eV: -14.04
Net charge: +1
LUMO, eV: -4.11
HOMO-LUMO gap, eV: 9.933

---

## b
The ion C3H9N2S with charge +1, computed with the ωB97M-V functional and the def2-TZVPD basis.

CARTESIAN COORDINATES (ANGSTROEM)
N (-1.71, 2.06, 1.25)
C (-1.40, 0.98, 0.55)
N (-0.25, 0.34, 0.58)
C (0.10, -0.89, -0.16)
C (1.54, -0.70, -0.71)
S (2.28, -2.35, -1.12)
H (-1.31, 2.42, 2.10)
H (-2.56, 2.51, 0.93)
H (-2.10, 0.51, -0.22)
H (0.57, 0.75, 1.01)
H (-0.50, -1.05, -1.06)
H (0.24, -1.79, 0.49)
H (1.58, -0.19, -1.70)
H (2.06, -0.23, 0.13)
H (1.48, -2.37, -2.09)

Output
HOMO energy, eV: -12.67
Net charge: +1
LUMO, eV: -3.88
HOMO-LUMO gap, eV: 8.796

---

Energies relative to the most stable structure are a 2.1; b 0.0, reported in kcal/mol.

---

## a
A cluster of 2 separate species, C3H9N2S in total, computed with the ωB97M-V functional and the def2-TZVPD basis.

CARTESIAN COORDINATES (ANGSTROEM)
C (-1.42, 0.21, 1.30)
C (-1.27, -0.50, 0.02)
C (1.63, 1.22, -0.38)
N (-1.31, -1.65, -0.64)
N (1.30, -0.12, 0.03)
S (-1.65, 1.11, -0.34)
H (-2.45, -0.05, 1.86)
H (-0.65, 0.51, 1.88)
H (1.89, 1.75, 0.50)
H (2.39, 1.15, -1.05)
H (0.72, 1.66, -0.85)
H (-1.63, -1.67, -1.60)
H (-0.76, -2.43, -0.30)
H (2.12, -0.57, 0.40)
H (1.08, -0.60, -0.83)

Output
HOMO energy, eV: -13.87
Net charge: +1
LUMO, eV: -4.76
HOMO-LUMO gap, eV: 9.106

---

## b
A cluster of 2 separate species, C3H9N2S in total, computed with the ωB97M-V functional and the def2-TZVPD basis.

CARTESIAN COORDINATES (ANGSTROEM)
C (0.36, 0.30, -2.35)
C (-0.40, 0.19, -1.17)
C (-1.81, -0.19, 0.81)
N (1.74, -0.28, 1.39)
N (-0.56, -0.08, 0.05)
S (-1.33, 1.06, -2.30)
H (1.29, 0.89, -2.33)
H (0.67, -0.51, -2.87)
H (-1.54, 0.05, 1.82)
H (-2.59, 0.47, 0.43)
H (-2.00, -1.25, 0.80)
H (2.74, -0.34, 1.49)
H (1.35, -0.69, 2.22)
H (0.35, -0.39, 0.47)
H (1.74, 0.75, 1.55)

Output
HOMO energy, eV: -14.28
Net charge: +1
LUMO, eV: -3.91
HOMO-LUMO gap, eV: 10.372

---

Energies relative to the most stable structure are a 17.2; b 0.0, reported in kcal/mol.

---

## a
A structure of composition C17H20MoN5O6S3Te, computed with the ωB97M-V functional and the def2-TZVPD basis.

CARTESIAN COORDINATES (ANGSTROEM)
Mo (-1.47, -1.13, 1.13)
C (-5.76, -1.73, -0.70)
C (-4.46, -1.15, -0.23)
S (-3.26, -2.28, 0.39)
C (-4.16, 0.15, -0.28)
C (-5.10, 1.19, -0.82)
S (-2.59, 0.69, 0.27)
H (-5.71, -2.82, -0.75)
H (-6.04, -1.37, -1.69)
H (-6.58, -1.47, -0.02)
H (-6.12, 1.04, -0.47)
H (-5.12, 1.17, -1.92)
H (-4.78, 2.19, -0.52)
C (2.87, -3.78, -0.74)
O (1.48, -3.68, -0.42)
C (1.08, -2.91, 0.61)
O (-0.12, -2.90, 0.86)
N (2.05, -2.26, 1.29)
N (1.67, -1.38, 2.30)
H (2.93, -4.54, -1.52)
H (3.46, -4.10, 0.12)
H (3.25, -2.84, -1.14)
H (2.93, -2.11, 0.82)
H (1.70, -0.41, 1.98)
H (2.27, -1.51, 3.10)
S (2.19, 2.26, 1.88)
C (0.68, 2.98, 2.04)
N (-0.40, 2.25, 2.46)
C (-1.64, 2.73, 2.58)
C (-1.87, 4.05, 2.31)
C (-0.75, 4.78, 1.90)
N (0.47, 4.30, 1.76)
H (-0.27, 1.25, 2.67)
H (-2.38, 2.01, 2.89)
H (-2.85, 4.48, 2.37)
H (-0.86, 5.84, 1.66)
Te (-1.74, -0.92, 3.62)
O (-0.57, -0.94, -1.98)
C (0.26, -0.50, -1.21)
O (0.16, -0.41, 0.07)
C (1.62, -0.09, -1.76)
C (1.78, -0.02, -3.14)
C (3.02, 0.29, -3.69)
C (4.12, 0.49, -2.87)
C (3.93, 0.39, -1.50)
C (2.70, 0.13, -0.93)
N (5.10, 0.51, -0.61)
O (4.99, 0.09, 0.52)
O (6.12, 0.98, -1.08)
H (0.92, -0.21, -3.76)
H (3.14, 0.36, -4.76)
H (5.10, 0.71, -3.26)
H (2.58, 0.13, 0.14)

Output
HOMO energy, eV: -3.94
Net charge: -1
LUMO, eV: 1.65
HOMO-LUMO gap, eV: 5.598

---

## b
A structure of composition C17H20MoN5O6S3Te, computed with the ωB97M-V functional and the def2-TZVPD basis.

CARTESIAN COORDINATES (ANGSTROEM)
Mo (-0.27, 2.06, -0.66)
C (-3.92, 1.56, 2.30)
C (-3.03, 1.64, 1.08)
S (-1.31, 1.84, 1.35)
C (-3.50, 1.58, -0.17)
C (-4.95, 1.40, -0.50)
S (-2.38, 1.74, -1.51)
H (-3.32, 1.50, 3.21)
H (-4.57, 0.69, 2.27)
H (-4.55, 2.45, 2.38)
H (-5.54, 2.27, -0.19)
H (-5.36, 0.53, 0.02)
H (-5.09, 1.25, -1.57)
C (5.14, 1.05, 1.32)
O (4.11, 1.31, 0.38)
C (2.86, 1.58, 0.79)
O (2.00, 1.65, -0.06)
N (2.70, 1.78, 2.13)
N (1.39, 1.84, 2.57)
H (6.04, 0.89, 0.74)
H (4.93, 0.14, 1.89)
H (5.30, 1.90, 1.99)
H (3.37, 1.32, 2.72)
H (1.25, 2.55, 3.27)
H (1.02, 0.93, 2.83)
S (2.51, -1.44, 1.66)
C (3.37, -1.46, 0.22)
N (2.79, -0.99, -0.93)
C (3.38, -0.99, -2.13)
C (4.64, -1.48, -2.24)
C (5.24, -1.91, -1.05)
N (4.66, -1.91, 0.13)
H (1.87, -0.54, -0.86)
H (2.76, -0.61, -2.94)
H (5.16, -1.52, -3.19)
H (6.26, -2.28, -1.06)
Te (0.17, 4.45, -1.17)
O (0.53, -1.25, -3.17)
C (-0.07, -0.69, -2.25)
O (0.40, 0.36, -1.65)
C (-1.31, -1.32, -1.69)
C (-2.20, -1.93, -2.57)
C (-3.40, -2.45, -2.10)
C (-3.70, -2.40, -0.75)
C (-2.77, -1.84, 0.11)
C (-1.57, -1.30, -0.33)
N (-3.08, -1.79, 1.55)
O (-4.20, -2.11, 1.89)
O (-2.16, -1.58, 2.32)
H (-1.96, -1.95, -3.62)
H (-4.11, -2.90, -2.79)
H (-4.63, -2.78, -0.35)
H (-0.89, -0.84, 0.38)

Output
HOMO energy (spin up / spin down), eV: -3.79 / -3.76
Net charge: -1
LUMO (spin up / spin down), eV: 2.14 / 2.14
HOMO-LUMO gap (spin up / spin down), eV: 5.929 / 5.898

---

Energies relative to the most stable structure are a 0.0; b 2.7, reported in kcal/mol.